1.
Formula: C4H16NO3
Source: the Open Molecules 2025 dataset
Level of theory: ωB97M-V/def2-TZVPD

Geometry as XYZ:
```
24
Properties=species:S:1:pos:R:3:forces:R:3
H -1.297 1.292 -2.545 -0.2 0.1 -0.1
H 0.731 1.197 2.415 0.0 -0.4 -0.1
H 2.479 -1.232 -3.206 0.7 0.4 -0.1
O 1.470 -2.429 2.012 0.5 -0.4 0.0
H -1.029 1.252 2.066 -0.1 -0.5 0.2
C -2.231 0.283 -0.327 0.3 -0.5 -1.3
H -2.758 0.102 -1.270 -0.2 0.5 0.1
H 1.028 -0.621 -0.548 -0.5 -0.7 -0.4
C -0.036 1.493 1.701 0.0 1.3 0.3
H 1.485 -3.390 1.895 -0.4 0.1 -0.1
H -0.259 -1.030 0.495 0.3 -0.4 0.2
C 0.172 1.027 0.278 -0.7 -0.2 0.8
H -1.877 -0.734 -0.159 -0.1 -0.1 0.6
H 0.986 1.504 -0.249 0.3 0.2 0.1
N 0.556 -0.444 0.346 0.8 1.6 -1.6
C -1.086 1.260 -0.583 0.2 0.4 0.3
H -2.952 0.619 0.407 0.1 -0.1 0.2
O 1.787 -1.403 -2.573 -0.5 -0.4 0.0
H 1.238 -2.005 -3.094 -0.2 0.0 0.3
H 2.348 -2.302 2.387 0.1 0.3 0.2
O -0.585 1.308 -1.903 0.1 -0.6 -0.1
H -0.020 2.585 1.769 0.1 0.0 -0.4
H 1.306 -0.588 1.012 -0.5 -0.4 0.6
H -1.456 2.258 -0.327 0.1 0.1 0.2
```
Positions in Å, forces in eV/Å.

As for the charge: +1. Its frontier orbital gap is 0.4198 Eh.

Here are the natural (NBO) charges for atoms 1 to 4, given in e: 0.487, 0.229, 0.487, -0.972

---

2.
Formula: C35H75BClN3O18P3
Source: the Open Molecules 2025 dataset
Level of theory: ωB97M-V/def2-TZVPD

Geometry as XYZ:
```
136
Properties=species:S:1:pos:R:3:forces:R:3
H -1.910 1.608 5.120 1.2 0.6 -1.8
H 1.506 4.225 -2.104 -0.2 0.0 -0.1
H -3.217 -0.599 10.266 1.4 -1.9 0.5
C -1.105 0.298 -6.933 0.1 -0.2 -0.3
H -2.627 4.526 -0.757 0.0 0.1 0.0
H 3.975 9.344 3.739 0.0 0.0 -0.2
C -3.107 -4.593 -7.425 -0.2 -0.1 0.2
C 0.674 1.558 -2.383 -0.5 0.6 0.0
P 1.511 -1.029 3.135 -0.1 3.5 -3.4
O 1.182 -5.004 3.798 -4.1 3.6 -1.3
H 1.243 0.861 2.034 -1.0 -1.1 0.1
C -1.338 -3.011 5.964 2.0 4.8 -2.7
H -2.406 -8.935 -6.911 0.1 0.2 0.0
O -1.552 -6.025 5.570 -2.9 1.5 -0.7
C 4.888 9.097 3.192 -0.2 -0.2 -0.2
H 2.430 4.552 1.266 0.0 0.0 0.3
C 3.496 4.955 4.342 0.2 0.5 -0.3
O -3.986 -4.510 6.036 2.6 1.8 -1.8
O 2.263 1.435 5.856 -4.0 1.1 -0.7
Cl -1.078 1.063 8.045 0.7 -2.7 -2.6
N 0.123 2.408 4.576 -1.0 -2.3 3.4
O -1.716 -0.958 -6.648 0.3 0.1 0.5
H -4.003 -7.375 -7.862 0.2 -0.2 -0.1
H -0.988 2.528 -1.339 0.2 0.1 -0.3
H 2.783 2.450 -3.501 0.0 -0.1 0.0
C -2.596 -1.510 10.694 -2.7 1.4 3.4
H 5.076 5.487 5.678 0.0 -0.1 -0.1
C 4.786 5.726 4.648 0.1 -0.2 0.1
H 1.930 1.678 -4.881 0.2 -0.1 -0.1
H -3.102 -3.756 -6.721 -0.1 -0.1 -0.1
H -0.473 -3.604 -10.760 0.1 0.0 -0.2
H -2.101 -4.682 -7.847 -0.1 0.0 -0.1
B 0.893 1.287 5.297 1.6 1.6 -0.5
H -3.513 -8.690 -3.045 0.0 0.0 0.1
H 2.745 -0.427 3.655 -1.1 -1.0 0.2
H 1.926 -2.186 2.385 -0.5 0.0 1.6
H -1.183 -0.794 -4.637 0.0 0.1 0.0
H 0.292 -2.099 -6.408 -0.2 -0.1 -0.2
H 1.680 1.206 -2.130 0.0 0.1 0.0
C -0.343 -2.713 4.694 -1.5 2.5 2.4
C -1.594 -0.963 11.873 1.1 0.8 -0.2
H 1.984 3.450 -4.720 -0.1 -0.1 0.0
H 5.710 9.053 3.914 0.0 0.0 -0.1
P -2.274 -4.634 6.327 -0.7 -1.6 3.1
O 5.912 5.362 3.843 -0.5 0.1 -0.1
C -0.509 -2.589 -10.356 -0.2 -0.1 0.3
H -0.177 -6.395 -4.696 0.0 -0.2 0.0
H 6.772 7.651 2.669 -0.1 0.0 0.1
N 0.391 -1.371 4.487 -3.0 -1.1 5.2
H -1.293 3.557 5.885 2.5 -0.1 -0.6
H -2.931 -0.639 -5.012 0.0 0.0 0.2
O -3.382 -6.744 -3.787 0.2 -0.5 0.1
H -1.882 0.957 -7.342 0.2 0.2 0.0
H -4.224 -3.661 5.540 0.2 -1.6 0.8
C -0.142 3.539 5.591 -0.2 1.2 0.9
C -3.106 -6.970 -7.375 -0.1 0.0 0.5
C -0.255 5.255 -1.317 0.2 -0.3 -0.3
C -2.607 -2.058 8.347 -5.1 -1.0 1.2
H -4.172 -7.391 -1.994 0.0 -0.2 0.2
H 0.082 0.702 -2.724 0.0 -0.2 0.2
H -0.702 0.764 -6.020 -0.1 -0.1 -0.1
O -0.485 -2.633 -8.939 0.4 0.3 -0.3
C 5.854 5.709 2.452 0.2 0.2 0.0
H 5.078 9.872 2.446 0.1 0.2 0.1
H -1.738 -5.898 -2.926 0.3 0.0 0.1
H -2.327 -6.666 5.399 1.6 1.2 0.3
H -1.556 -1.544 12.908 1.1 0.0 -3.0
H -1.238 -4.861 3.235 0.3 1.1 0.2
C -1.235 -6.539 -4.924 0.0 -0.2 0.0
H 6.022 7.368 1.082 0.2 -0.1 0.0
O 0.800 3.156 -0.462 -0.2 0.0 -0.3
C -1.278 1.950 4.187 -1.5 0.5 -1.2
H 2.366 2.404 6.111 0.2 -1.6 -0.7
N 0.715 -0.055 2.102 2.3 -0.4 1.9
H -2.120 -2.222 -5.095 -0.1 0.1 -0.1
O -1.898 -2.274 9.650 -1.8 2.2 -3.9
H -0.722 5.400 -0.330 0.0 -0.1 -0.2
H -0.325 -0.313 -8.881 -0.2 -0.1 0.1
P -0.044 -4.060 3.359 4.4 -4.4 1.7
H -0.105 1.350 -0.408 0.2 0.0 0.1
C 5.906 7.214 2.160 -0.5 -0.4 0.0
H 0.369 1.145 -8.227 0.0 -0.1 0.2
H -5.035 -7.896 -3.467 0.1 0.1 0.1
H 1.601 -2.630 -9.147 -0.1 0.1 0.0
O 2.963 5.336 3.076 0.3 -0.6 0.2
H -1.181 1.331 12.000 0.6 -1.9 -2.2
H 2.739 5.189 5.101 0.1 0.0 0.2
H 3.705 3.875 4.381 0.0 0.1 -0.1
O -1.165 4.661 -2.240 -0.1 -0.1 0.6
C -2.519 4.734 -1.827 0.2 0.0 -0.3
C -0.816 -0.341 6.817 -0.1 -3.9 -2.2
H 0.893 -3.881 -8.099 0.3 0.0 0.1
H 0.250 -3.540 2.042 -0.8 0.4 1.0
C 1.002 4.393 -1.153 -0.1 0.2 0.1
H 3.150 3.379 2.376 0.0 0.0 0.1
C 1.049 -1.937 -7.177 0.1 0.0 -0.2
H -3.085 3.975 -2.374 0.1 0.1 0.0
H -2.346 -6.785 -8.150 -0.1 0.0 0.2
H 1.711 4.958 -0.537 -0.2 0.0 0.0
O -3.485 -5.763 -6.719 0.5 -0.1 -0.2
C 2.481 4.242 2.313 -0.2 0.4 -0.1
O -3.948 -2.141 8.227 9.4 0.9 0.4
O -1.284 -7.666 -5.811 -0.3 0.4 0.2
C -0.731 0.263 11.788 -1.3 -1.1 -0.2
O 1.189 -0.539 -7.469 -0.4 -0.3 0.0
H 0.101 4.601 5.134 -0.3 -2.3 1.0
H 0.420 0.186 11.575 -2.0 0.0 2.3
O 4.689 7.848 2.550 0.4 0.0 0.4
H 1.999 -2.235 -6.726 0.1 0.1 -0.1
H 1.478 3.968 2.653 0.0 -0.2 -0.1
C 0.017 2.158 -1.133 0.2 -0.1 0.0
H -1.839 2.898 3.728 1.2 -2.1 1.0
H -1.620 -7.662 -3.120 -0.1 0.0 -0.1
H 5.001 5.230 1.968 -0.1 0.3 0.1
H 0.022 6.239 -1.716 0.2 0.0 0.2
H 0.317 -1.991 -10.755 0.0 -0.1 0.0
H -3.354 -2.263 11.211 1.6 1.6 -1.2
C 1.918 2.508 -4.170 -0.3 0.1 -0.1
H -1.555 -5.629 -5.434 -0.3 -0.1 0.1
C 0.026 0.140 -7.955 0.0 0.2 0.1
O 0.698 2.507 -3.448 0.4 -0.1 0.4
H -2.925 5.721 -2.063 -0.2 0.0 0.2
C 0.822 -2.831 -8.402 -0.4 0.2 0.5
C -1.969 -6.737 -3.592 -0.2 0.3 -0.6
C -4.050 -7.735 -3.024 0.0 0.3 -0.2
H -1.302 1.126 3.355 0.4 1.5 1.6
C -2.560 -7.993 -6.372 0.0 0.0 -0.3
C 0.171 -0.215 5.484 -1.6 -2.5 1.2
H 0.432 3.347 6.619 -1.0 0.7 -2.3
H -3.832 -4.389 -8.218 0.1 0.1 -0.1
C -1.586 -1.768 7.056 2.1 0.3 -2.1
C -2.000 -1.150 -5.273 -0.1 -0.1 -0.4
H 4.629 6.803 4.628 -0.2 0.0 -0.2
H -1.444 -2.115 -10.663 0.0 -0.1 0.1
H 6.742 5.258 2.004 0.1 0.1 0.2
H -3.280 -8.215 -5.587 -0.1 0.3 0.0
```
Positions in Å, forces in eV/Å.

As for the charge: +1. Its frontier orbital gap is 0.1565 Eh.

Here are the Mulliken charges for atoms 1 to 4, given in e: 0.380, 0.019, 0.283, -0.149

---

3.
Formula: C18H51N3O9
Source: the Open Molecules 2025 dataset
Level of theory: ωB97M-V/def2-TZVPD

Geometry as XYZ:
```
81
Properties=species:S:1:pos:R:3:forces:R:3
C -0.629 3.489 -5.094 0.0 0.0 -0.8
H -0.737 2.484 -5.503 1.0 -0.3 -0.8
C -3.495 -2.027 -1.898 2.2 1.1 1.2
H -2.241 3.798 -6.424 -0.2 0.4 -0.3
C -3.358 6.148 -5.205 1.7 0.5 -0.5
H -6.525 6.238 -2.585 -0.5 -0.7 -0.5
H 4.568 -3.907 1.510 -0.6 -0.4 -1.1
H 4.925 -3.826 4.971 0.1 0.0 0.6
C -5.018 -0.063 0.189 1.6 -1.7 1.4
H -5.573 -1.746 -1.849 -0.2 -0.3 0.1
H -3.444 -2.847 -2.614 -0.5 0.1 -0.2
H -0.155 -1.405 2.482 -0.8 0.8 0.4
H -0.499 3.230 -4.043 0.4 0.9 0.4
H 4.721 -6.110 2.976 0.0 0.2 -0.3
H -0.134 4.534 -0.717 -0.1 0.1 -0.3
H 1.986 -6.598 7.355 0.0 -0.1 -0.7
H -0.128 4.695 0.789 0.0 0.1 0.2
N 4.045 -5.727 5.604 -0.3 0.2 0.5
C 1.708 3.669 -5.481 -1.1 -0.9 -0.1
O -0.702 -0.815 0.470 -0.2 -0.3 0.7
H 5.522 -5.460 0.998 -0.9 -0.1 -0.4
H 2.463 1.981 -0.882 -0.3 0.2 0.0
C 0.117 -0.696 1.700 0.1 -1.1 -3.0
H 6.135 -5.907 3.982 0.0 -0.4 0.2
H -2.672 3.445 -4.761 -0.3 0.3 0.1
C 4.445 -4.757 4.667 0.2 0.5 -4.2
H 1.773 3.301 -4.457 0.3 0.7 0.4
H 0.041 -2.679 0.208 0.4 -0.4 -0.4
O -5.781 6.030 -4.643 -1.5 0.8 0.7
H 4.148 -4.465 7.292 0.3 0.3 0.1
H -0.883 -3.058 -2.071 -0.7 0.0 -0.1
H 3.161 0.691 -0.509 0.0 -0.2 0.1
C 1.269 -4.836 8.987 -1.8 0.6 1.4
H -5.256 7.230 -3.121 0.1 0.5 0.3
C 3.404 -5.021 6.722 1.0 -1.4 1.3
C -2.008 4.041 -5.387 1.3 1.8 0.7
O -4.814 0.024 -1.183 0.2 1.0 -1.2
H -4.099 -0.435 0.641 0.4 -0.4 0.2
O 5.783 5.711 -0.689 0.1 0.1 -0.2
C 5.510 -4.441 1.385 0.0 0.4 -1.0
C -0.877 -2.159 -0.066 1.1 0.6 1.1
H -1.299 6.019 -5.500 0.0 -0.2 -0.2
C -4.546 5.374 -4.601 0.4 -0.6 -0.2
H -3.447 6.387 -6.265 -0.9 -0.6 -0.5
C -4.688 -1.133 -2.025 -1.6 -0.1 0.2
H 0.814 -5.107 9.940 -0.7 -0.5 -0.1
H 4.860 -6.261 5.870 0.0 -0.1 0.6
C -1.049 -2.095 -1.588 0.0 2.7 0.7
H -3.172 7.165 -4.859 -0.7 0.1 0.9
H 6.188 -3.890 0.734 -0.1 0.3 0.1
H -5.758 -0.776 0.553 -0.6 0.0 -0.5
O 0.420 4.335 -5.681 0.3 -1.9 0.9
H -6.834 7.610 -3.731 -0.2 -0.5 -0.2
H -3.468 -2.458 -0.897 -0.5 -0.4 0.2
H -2.279 -0.378 -1.565 0.3 -0.1 0.3
H -5.116 0.847 0.781 -0.5 0.7 -1.2
H 3.596 -6.868 7.893 0.3 0.4 0.3
H -0.259 -1.431 -1.938 0.7 -0.4 0.1
H 1.748 2.717 -6.011 -0.4 -0.1 -0.6
H -4.818 -0.788 -3.050 0.3 0.4 0.1
H 6.136 6.056 0.131 0.1 0.1 0.2
H 1.095 -1.085 1.415 0.5 0.2 -0.1
H 2.713 -4.251 6.379 -0.4 -0.5 -0.2
C 5.318 -5.366 3.504 1.2 -0.3 1.4
H 1.299 -3.761 9.169 0.9 0.5 -0.8
O 6.039 -4.476 2.637 0.3 -0.3 2.8
O 2.438 -5.536 8.968 2.4 -0.5 -0.4
H 2.594 4.195 -5.836 -0.5 0.7 0.3
H 5.171 5.028 -0.418 -0.2 -0.2 0.0
H 3.550 -4.517 4.092 -0.4 0.8 0.3
N -2.020 5.506 -5.013 -1.8 -2.0 0.4
O 3.321 1.558 -0.881 0.3 0.1 -0.1
H 0.227 0.382 1.817 -0.4 -0.3 0.8
H -1.627 -2.698 0.512 -0.6 0.1 -0.2
H 0.576 -5.019 8.166 0.1 -0.3 -0.2
O 0.167 4.112 0.088 0.2 -0.3 0.0
C 2.870 -6.074 7.719 -1.6 0.6 -0.2
H -4.304 4.968 -3.619 0.2 0.5 0.5
N -2.208 -1.275 -2.025 -1.0 -2.0 -0.9
C -6.183 6.776 -3.469 2.2 0.5 -0.4
H -4.757 4.454 -5.147 0.4 0.0 -0.5
```
Positions in Å, forces in eV/Å.

As for the charge: 0. The SMILES is COCCNCCOC.COCCNCCOC.COCCNCCOC.O.O.O. Its frontier orbital gap is 0.3246 Eh.

Here are the Mulliken charges for atoms 1 to 4, given in e: -0.674, 0.388, -0.385, 0.273

---

4.
Formula: C4H8
Source: the Open Molecules 2025 dataset
Level of theory: ωB97M-V/def2-TZVPD

Geometry as XYZ:
```
12
Properties=species:S:1:pos:R:3:forces:R:3
C -2.128 -0.025 0.505 0.1 -1.0 0.0
H -3.168 -0.205 0.740 -0.5 1.0 -0.5
H 3.035 -0.452 0.304 -0.1 -0.3 -0.3
C -1.517 -0.767 -0.428 -0.3 1.6 0.8
H 0.578 1.306 -0.320 -0.1 -0.5 -0.3
H -2.034 -1.002 -1.350 0.1 -1.2 0.3
C 1.582 0.970 -0.091 0.4 0.9 0.1
H -0.469 -0.876 -0.221 0.4 0.1 -1.2
H -1.540 0.606 1.163 -0.1 -0.6 0.5
H 1.385 -1.087 -0.363 0.3 -0.3 0.2
H 2.250 1.808 0.115 0.0 -0.3 0.2
C 2.026 -0.276 -0.052 -0.1 0.5 0.0
```
Positions in Å, forces in eV/Å.

As for the charge: 0. The SMILES is C=C.C=C. Its frontier orbital gap is 0.4001 Eh.

Here are the natural (NBO) charges for atoms 1 to 4, given in e: -0.381, 0.194, 0.202, -0.401

---

Copy entry 4 word for word.
Formula: C4H8
Source: the Open Molecules 2025 dataset
Level of theory: ωB97M-V/def2-TZVPD

Geometry as XYZ:
```
12
Properties=species:S:1:pos:R:3:forces:R:3
C -2.128 -0.025 0.505 0.1 -1.0 0.0
H -3.168 -0.205 0.740 -0.5 1.0 -0.5
H 3.035 -0.452 0.304 -0.1 -0.3 -0.3
C -1.517 -0.767 -0.428 -0.3 1.6 0.8
H 0.578 1.306 -0.320 -0.1 -0.5 -0.3
H -2.034 -1.002 -1.350 0.1 -1.2 0.3
C 1.582 0.970 -0.091 0.4 0.9 0.1
H -0.469 -0.876 -0.221 0.4 0.1 -1.2
H -1.540 0.606 1.163 -0.1 -0.6 0.5
H 1.385 -1.087 -0.363 0.3 -0.3 0.2
H 2.250 1.808 0.115 0.0 -0.3 0.2
C 2.026 -0.276 -0.052 -0.1 0.5 0.0
```
Positions in Å, forces in eV/Å.

As for the charge: 0. The SMILES is C=C.C=C. Its frontier orbital gap is 0.4001 Eh.

Here are the natural (NBO) charges for atoms 1 to 4, given in e: -0.381, 0.194, 0.202, -0.401